[1]
# C32H38BN4O2Os

C32H38BN4O2Os as an isolated structure (ωB97M-V with the def2-TZVPD basis set, the OMol25 dataset).

Positions of all 78 atoms, in Å:
Os  0.12106  0.45087  -1.63276
C  -2.07536  -1.92175  -3.25981
C  -3.24007  -1.30764  -2.47929
C  -2.83328  -0.40193  -1.30275
N  -1.88572  0.64752  -1.66951
C  -2.35434  1.83283  -2.10055
C  -3.73235  2.03871  -2.33237
C  -4.42070  3.13622  -2.79862
C  -3.95290  4.38666  -3.18053
C  -2.64024  4.82730  -3.12984
C  -1.50851  4.16155  -2.70809
C  -1.32400  2.84006  -2.25296
N  -0.09642  2.39905  -1.91342
C  1.00196  3.35678  -1.83694
C  2.28252  2.73764  -1.29636
C  2.84561  1.64060  -2.19058
N  2.04608  0.42489  -2.09810
C  2.56906  -0.74681  -2.49673
C  3.78058  -0.77833  -3.21720
C  4.54460  -1.83518  -3.66039
C  4.35117  -3.19494  -3.46791
C  3.26740  -3.79165  -2.84094
C  2.11450  -3.22910  -2.33439
C  1.71272  -1.88212  -2.20599
N  0.49984  -1.53363  -1.73242
C  -0.45278  -2.57006  -1.35330
C  -1.32576  -3.03771  -2.52975
H  -1.37165  -1.13636  -3.54485
H  -2.47033  -2.33054  -4.19164
H  -3.87497  -2.10584  -2.08640
H  -3.84450  -0.72514  -3.17888
H  -2.36668  -0.99271  -0.52301
H  -3.72537  0.03177  -0.84762
H  -4.36071  1.18377  -2.13438
H  -5.49198  2.99892  -2.89114
H  -4.69062  5.08964  -3.54471
H  -2.48101  5.84636  -3.46292
H  -0.60516  4.75066  -2.75496
H  0.70854  4.17844  -1.17717
H  1.21735  3.78266  -2.82452
H  2.10298  2.33450  -0.29932
H  3.02547  3.53121  -1.20905
H  3.87176  1.43160  -1.88006
H  2.88095  2.00020  -3.22732
H  4.16898  0.19667  -3.47778
H  5.43518  -1.56540  -4.21594
H  5.11434  -3.85750  -3.85469
H  3.31237  -4.87256  -2.77223
H  1.40272  -3.95585  -1.97575
H  -1.06617  -2.17162  -0.55501
H  0.04926  -3.43248  -0.91762
H  -2.04404  -3.76726  -2.14696
H  -0.68692  -3.55358  -3.25194
C  0.70007  -2.54136  6.11116
C  0.37504  -1.05532  6.27347
C  -0.94234  -0.93119  7.05504
C  1.51125  -0.40149  7.07585
C  0.23205  -0.34726  4.92665
C  -0.03994  1.02685  4.90523
C  -0.17666  1.75339  3.73057
C  -0.03774  1.05642  2.55129
O  -0.10442  1.50278  1.24808
B  0.10921  0.38388  0.45944
O  0.31097  -0.74010  1.24449
C  0.22215  -0.30485  2.55208
C  0.36534  -1.02822  3.71664
H  0.80715  -2.99533  7.09677
H  1.63935  -2.68647  5.57401
H  -0.09810  -3.06952  5.58604
H  -0.86228  -1.45807  8.00783
H  -1.76708  -1.36721  6.48847
H  -1.18585  0.11029  7.26565
H  1.64184  -0.92150  8.02680
H  1.30108  0.64552  7.29302
H  2.45115  -0.45444  6.52342
H  -0.15028  1.55563  5.84238
H  -0.38050  2.81578  3.74068
H  0.57408  -2.08760  3.67228

Properties
E = -1727.0879 Ha
Orbital gap (alpha / beta) = 5.74 / 5.70 eV
Charge = +1
Strongest force on any atom = 1.0 eV Å⁻¹
2S+1 = 1

Mulliken atomic charge list, values in e, 5 entries: 1.2200, -0.5076, -0.5375, -1.4362, -0.1138

***

[2]
# C32H38Cl3F6N2O5P2S2W

C32H38Cl3F6N2O5P2S2W as an isolated structure in a non-equilibrium geometry (ωB97M-V with the def2-TZVPD basis set, the OMol25 dataset).

Positions of all 91 atoms, in Å:
W  -0.36272  0.66871  -0.02244
C  2.98078  -2.41936  -1.96318
C  1.66493  -2.24606  -1.19849
C  1.00794  -3.66033  -1.15218
P  0.62099  -0.82494  -1.87164
C  -0.36794  -1.17599  -3.35662
C  -0.96592  0.12322  -3.91966
C  0.41996  -2.06993  -4.35157
C  1.89442  0.35935  -2.33732
C  2.22546  0.76572  -3.66039
C  2.94015  1.92789  -3.86730
C  3.29334  2.68513  -2.71114
C  2.96657  2.28146  -1.42345
C  2.29048  1.10236  -1.24508
N  1.67843  0.74373  0.02013
C  2.43222  0.08407  1.00841
C  3.83344  0.07466  0.89778
C  4.63895  -0.46407  1.89465
C  4.04140  -1.06424  3.02028
C  2.65724  -1.14732  3.07758
C  1.81660  -0.62795  2.05043
P  0.08870  -0.84523  1.96328
C  -0.71313  -0.45523  3.55192
C  0.12665  -0.43712  4.83756
C  -1.68992  0.67978  3.52421
C  -0.14188  -2.67836  1.80228
C  -1.57573  -2.97849  1.35611
C  0.11050  -3.56952  3.01910
H  3.51884  -3.26858  -1.44938
H  2.85399  -2.82850  -2.97825
H  3.57313  -1.50809  -2.03876
H  1.84945  -1.93603  -0.17204
H  1.16724  -4.15679  -2.08918
H  1.52216  -4.16163  -0.34829
H  -0.08674  -3.55174  -0.85082
H  -1.15020  -1.73434  -2.91198
H  -1.93717  -0.01904  -4.37449
H  -1.11443  0.86166  -3.10690
H  -0.27816  0.57005  -4.61938
H  1.33295  -1.59592  -4.78194
H  0.54705  -3.10563  -4.03895
H  -0.25277  -2.12014  -5.17317
H  1.81363  0.33519  -4.54908
H  3.16159  2.33528  -4.83441
H  3.69805  3.64341  -2.94169
H  3.32802  2.85812  -0.58519
H  4.27890  0.65318  0.09294
H  5.69474  -0.52246  1.77997
H  4.65171  -1.41302  3.84578
H  2.29562  -1.65321  3.96213
H  -1.33279  -1.38529  3.58084
H  1.01049  0.22269  4.82614
H  -0.52118  -0.12236  5.63608
H  0.55438  -1.41346  5.13418
H  -1.12597  1.55459  3.61101
H  -2.26485  0.59154  2.60785
H  -2.40734  0.63286  4.33368
H  0.49780  -2.99497  1.01697
H  -2.25592  -2.74271  2.19618
H  -1.89272  -2.36379  0.47706
H  -1.63223  -4.04063  1.09295
H  -0.33777  -3.21852  3.96303
H  -0.28586  -4.59477  2.83683
H  1.15771  -3.76097  3.23686
F  -2.37214  5.21540  -2.53652
C  -1.99284  3.94202  -2.62891
F  -1.74702  3.57392  -3.89759
F  -3.00519  3.17584  -2.18825
S  -0.52544  3.68677  -1.54380
O  -0.46569  2.26571  -1.44726
O  0.54037  4.31097  -2.25892
N  -0.98327  4.31314  -0.18121
S  -0.60891  3.81936  1.23446
O  -0.37170  2.34062  1.27858
O  -1.47088  4.31068  2.21868
C  0.98842  4.51212  1.68199
F  0.66792  5.82048  1.76791
F  1.94078  4.25360  0.84448
F  1.38493  4.11617  2.88770
Cl  -7.94209  -0.54623  0.95625
C  -6.32325  -0.18041  0.62739
C  -5.61618  -0.93903  -0.35956
C  -4.29600  -0.64897  -0.62757
Cl  -3.44298  -1.55893  -1.80953
C  -3.57657  0.38201  0.07900
O  -2.28472  0.56091  -0.18407
C  -4.38779  1.13466  0.90731
Cl  -3.68701  2.52646  1.68596
C  -5.69890  0.89359  1.20758
H  -6.09711  -1.72814  -0.90992
H  -6.17006  1.56936  1.86592

Properties
E = -5253.6251 Ha
Orbital gap (alpha / beta) = 6.77 / 7.02 eV
Energy relative to the best compared isomer or geometry (same formula, charge and spin) = 0.00 kJ/mol
Expectation value of S² = 2.02
Charge = +1
Strongest force on any atom = 3.0 eV Å⁻¹
2S+1 = 3

Mulliken atomic charge list, values in e, 5 entries: 1.0169, -1.5687, 1.6875, -1.8966, 1.1882

***

The highest E belongs to which entry? C32H38BN4O2Os